# 1
Below is a structure of composition C13H14IN3OV, with properties calculated with wB97M-V/def2-TZVPD.

CARTESIAN COORDINATES (ANGSTROEM)
C (-0.32856, 0.61972, 2.97596)
C (-0.25686, -1.82581, 4.28604)
H (0.44675, 1.18792, 2.44882)
H (-0.24597, 1.47834, 4.85870)
H (-1.21439, 0.24065, 2.43642)
H (-0.24859, -1.68872, 3.20395)
H (0.65001, -2.37228, 4.59506)
H (-1.12782, -2.43026, 4.58859)
C (0.77272, 2.92091, -1.25506)
C (0.27573, 3.69898, -2.29632)
C (-0.21355, 3.09577, -3.46554)
C (-0.26434, 1.70476, -3.51798)
H (1.20953, 3.33965, -0.34223)
H (0.28883, 4.78426, -2.18955)
H (-0.54830, 3.70366, -4.31020)
H (-0.61224, 1.16084, -4.39517)
N (0.71859, 1.55384, -1.31180)
C (0.13994, 0.94518, -2.41932)
C (-0.02321, -0.48749, -2.25683)
N (0.40174, -0.93701, -1.01254)
C (0.18479, -2.23285, -0.63549)
C (-0.81502, -2.70137, -2.78764)
C (-0.44832, -3.12624, -1.49821)
H (0.53076, -2.47684, 0.37025)
H (-0.64657, -4.14165, -1.15761)
C (-0.58044, -1.38236, -3.17863)
H (-0.81991, -0.99192, -4.17355)
H (-1.28932, -3.39898, -3.47598)
V (1.35895, 0.34223, 0.06996)
I (3.76460, -0.18897, 0.16081)
O (-0.40838, -0.46062, 6.29507)
C (-0.33401, -0.56204, 5.08720)
N (-0.31715, 0.62872, 4.30280)

Forces on atoms 1 to 2 (eV/Å):
-0.4 0.7 -3.0
-0.1 -0.9 0.7

For the energy above the lowest of the compared OMol25 structures with the same formula, charge and spin, the calculation gives 0.00 kcal per mole. The spin multiplicity is 4. As for the HOMO energy (spin up / spin down): -5.887 / -5.828 eV. Its expectation value of S² is 3.88. For the LUMO energy (spin up / spin down), the calculation gives -0.26 / -0.84 eV. As for the charge: 0.

***

# 2
Below is a structure of composition C24H21N7O2RhS2, with properties calculated with wB97M-V/def2-TZVPD.

CARTESIAN COORDINATES (ANGSTROEM)
Rh (1.00109, 0.37606, 0.32849)
C (-2.40857, 2.08849, 4.28362)
C (-2.33459, 1.01792, 3.38809)
C (-1.38979, 1.01818, 2.39343)
C (-0.47635, 2.09787, 2.27318)
C (-0.58000, 3.19234, 3.16970)
C (-1.53385, 3.16638, 4.16222)
N (0.46041, 2.02607, 1.30814)
N (1.26177, 3.18577, 1.17231)
C (2.21729, 2.93691, 0.30653)
C (3.13750, 3.98979, -0.02704)
C (4.09488, 3.77651, -0.96923)
C (4.18582, 2.52637, -1.61875)
C (3.31541, 1.48844, -1.30077)
C (2.34305, 1.63982, -0.32913)
H (-3.15781, 2.08565, 5.06313)
H (-3.03249, 0.19572, 3.47011)
H (-1.35481, 0.20928, 1.67052)
H (0.09787, 4.02309, 3.05784)
H (-1.60710, 3.99599, 4.85197)
H (3.02508, 4.94168, 0.47301)
H (4.78398, 4.56607, -1.23564)
H (4.94632, 2.37655, -2.37313)
H (3.42811, 0.55001, -1.82858)
N (-5.68124, -4.16700, -2.38610)
C (-4.72764, -3.21029, -2.53352)
C (-4.69595, -2.09781, -1.67318)
C (-3.72817, -1.13319, -1.81817)
C (-2.76258, -1.26301, -2.81880)
C (-2.78313, -2.35699, -3.68112)
C (-3.75425, -3.32121, -3.53982)
S (-1.55544, -0.04114, -2.98247)
O (-0.85837, -0.22151, -4.22793)
O (-2.06481, 1.22856, -2.58679)
N (-0.46951, -0.44479, -1.73232)
C (0.63426, -1.03889, -2.00324)
S (1.25494, -1.71531, -3.51752)
C (2.62403, -2.25797, -2.68448)
C (2.61959, -1.86766, -1.34910)
N (1.54984, -1.18687, -0.97067)
H (-6.45222, -4.01947, -1.76117)
H (-5.78777, -4.88547, -3.07836)
H (-5.45207, -1.99498, -0.90557)
H (-3.72403, -0.26231, -1.17656)
H (-2.05222, -2.43077, -4.47452)
H (-3.78167, -4.16399, -4.21819)
H (3.40697, -2.80710, -3.18174)
H (3.42534, -2.04324, -0.65103)
N (2.07173, -1.84103, 2.45557)
C (3.06815, -1.98815, 3.34760)
C (3.40049, -0.73030, 3.79012)
C (2.53378, 0.12866, 3.10262)
N (1.71610, -0.55047, 2.30677)
H (1.54007, -2.55909, 1.99590)
H (3.44534, -2.96152, 3.61033)
H (4.15750, -0.47012, 4.50677)
H (2.45975, 1.20348, 3.14670)

Forces on atoms 1 to 2 (eV/Å):
0.1 0.0 0.4
0.0 0.0 0.0

The spin multiplicity is 5. As for the HOMO energy (spin up / spin down): -9.398 / -10.821 eV. Its expectation value of S² is 6.10. For the LUMO energy (spin up / spin down), the calculation gives -2.30 / -5.51 eV. As for the charge: +1.